Model i:
The following is a DFT calculation (ωB97M-V/def2-TZVPD) of a structure of composition CH2N2O2S.

```
! RIJCOSX wB97M-V def2-TZVPD def2/J DEFGRID3
* xyz 0 1
S 0.754 -1.014 2.843
N 1.467 1.466 1.634
N -0.691 0.453 0.495
C 0.658 0.285 1.887
O 1.526 2.361 2.452
H -0.036 0.427 -0.305
O 1.932 1.522 0.505
H -0.890 1.458 0.441
*
```

The orbital gap comes out at 0.306 hartree. Its HOMO energy is -10.1 eV.



Model ii:
The following is a DFT calculation (ωB97M-V/def2-TZVPD) of a structure of composition CH2N2O2S.

```
! RIJCOSX wB97M-V def2-TZVPD def2/J DEFGRID3
* xyz 0 1
C -1.040 0.098 0.115
O 2.442 0.646 -0.927
O 0.030 1.009 0.336
H -1.623 0.353 -0.687
N -0.596 -1.191 -0.171
S 1.652 0.459 0.272
N 0.555 -1.499 -0.104
H -1.419 0.125 1.166
*
```

The orbital gap comes out at 0.312 hartree. Its HOMO energy is -8.8 eV.



model ii has the most favorable energy; the next structure is 2.740 eV above.



Model i:
The following is a DFT calculation (ωB97M-V/def2-TZVPD) of a cluster of 2 separate species, CH2N2O2S in total.

```
! RIJCOSX wB97M-V def2-TZVPD def2/J DEFGRID3
* xyz 0 1
O -1.612 0.541 -1.329
H 1.539 0.388 0.995
O -1.751 0.160 1.108
N 0.663 -1.009 -0.070
H 1.225 0.736 -0.759
S -1.359 1.059 0.024
N 0.232 -2.034 -0.024
C 1.063 0.158 0.055
*
```

The orbital gap (spin up / spin down) comes out at 0.320 / 0.320 hartree. Its HOMO energy (spin up / spin down) is -9.5 / -9.5 eV.



Model ii:
The following is a DFT calculation (ωB97M-V/def2-TZVPD) of a cluster of 2 separate species, CH2N2O2S in total.

```
! RIJCOSX wB97M-V def2-TZVPD def2/J DEFGRID3
* xyz 0 1
N -1.127 -0.159 -1.979
O -0.995 -0.172 1.023
S 0.894 -0.916 -0.438
C 1.499 0.615 -0.378
N 2.021 1.510 0.137
O -0.721 -0.929 -1.254
H 0.030 0.248 1.042
H -1.602 -0.198 1.848
*
```

The orbital gap (spin up / spin down) comes out at 0.299 / 0.299 hartree. Its HOMO energy (spin up / spin down) is -9.1 / -9.1 eV.



model i has the most favorable energy; the next structure is 4.259 eV above.



Model i:
The following is a DFT calculation (ωB97M-V/def2-TZVPD) of the molecule C5H10N2.

```
! RIJCOSX wB97M-V def2-TZVPD def2/J DEFGRID3
* xyz 0 1
H -2.989 0.236 -0.599
H 0.223 -1.371 -1.259
N -0.073 0.849 0.417
C 1.319 0.627 0.147
C -2.417 0.313 0.329
N 1.955 1.497 -0.702
H -2.504 1.327 0.725
H -2.793 -0.406 1.060
C 2.002 -0.353 0.754
C -0.668 -1.377 -0.630
H 2.927 1.646 -0.453
H 1.513 -1.061 1.411
C -0.910 -0.040 0.017
H -0.562 -2.133 0.154
H -1.527 -1.645 -1.251
H 3.067 -0.480 0.595
H 1.436 2.372 -0.715
*
```

The orbital gap comes out at 0.331 hartree. Its HOMO energy is -8.0 eV.



Model ii:
The following is a DFT calculation (ωB97M-V/def2-TZVPD) of the molecule C5H10N2.

```
! RIJCOSX wB97M-V def2-TZVPD def2/J DEFGRID3
* xyz 0 1
C 2.082 2.283 0.825
H 0.879 -2.190 -0.197
H -0.627 -1.907 -1.947
C 0.065 0.484 -0.156
H -1.942 -2.218 -0.880
N -0.070 -2.484 0.014
C -1.192 -0.317 -0.402
H -1.752 -0.474 0.546
C -0.943 -1.762 -0.926
N 0.848 2.456 1.031
H -2.001 0.164 -0.975
H -0.256 -2.155 0.951
H -1.092 1.686 1.149
H 2.492 1.438 0.255
H 0.808 0.402 -0.929
C -0.114 1.500 0.725
H 2.815 3.095 0.914
*
```

The orbital gap comes out at 0.345 hartree. Its HOMO energy is -9.1 eV.



Model iii:
The following is a DFT calculation (ωB97M-V/def2-TZVPD) of a cluster of 3 separate species, C5H10N2 in total.

```
! RIJCOSX wB97M-V def2-TZVPD def2/J DEFGRID3
* xyz 0 1
C -0.870 -1.848 1.470
H 2.526 0.413 -1.750
H -2.428 -0.539 1.993
C 1.664 1.032 -2.008
N 0.381 2.318 -0.318
N 0.559 -0.306 0.514
C -1.896 -1.466 2.214
H -2.310 -2.075 3.019
H -0.280 -2.743 1.640
H -1.420 -0.005 -0.166
C 0.820 1.242 -0.792
H 0.734 3.172 -0.780
H -0.406 -1.352 -0.970
H 0.352 0.310 1.301
H 2.011 1.985 -2.431
C -0.534 -0.640 -0.158
H 1.098 0.502 -2.778
*
```

The orbital gap comes out at 0.295 hartree. Its HOMO energy is -7.4 eV.



Model iv:
The following is a DFT calculation (ωB97M-V/def2-TZVPD) of the molecule C5H10N2.

```
! RIJCOSX wB97M-V def2-TZVPD def2/J DEFGRID3
* xyz 0 1
H -2.405 -0.170 1.081
C 1.991 0.534 0.964
C 0.486 -0.535 -0.891
H 0.870 -1.090 -1.754
H -0.220 1.415 -0.915
H -3.158 0.023 -0.485
C -1.061 -0.410 -0.787
N -0.239 0.576 -1.485
H 2.203 -1.468 0.051
N 1.108 -0.451 1.586
H 3.000 0.551 1.367
C -2.220 0.203 0.069
H 0.143 -0.128 1.582
H -2.159 1.301 0.128
H -1.448 -1.221 -1.382
H 1.598 1.504 0.667
C 1.511 -0.635 0.203
*
```

The orbital gap comes out at 0.357 hartree. Its HOMO energy is -8.7 eV.



model i has the most favorable energy; the next structure is 1.410 eV above.



Model i:
The following is a DFT calculation (ωB97M-V/def2-TZVPD) of the molecule C5H10N2.

```
! RIJCOSX wB97M-V def2-TZVPD def2/J DEFGRID3
* xyz 0 1
C -0.895 -0.169 0.583
H -2.815 0.147 -0.003
C 0.964 1.301 0.967
N -2.199 -0.557 0.389
H -0.043 -0.901 -2.031
H -2.321 -1.447 -0.073
H 1.448 1.540 -1.091
C 0.142 -1.605 -1.215
H -1.243 1.695 1.530
C -0.565 1.084 0.941
H 2.720 2.116 0.145
H 1.091 -0.922 0.497
C 1.751 1.673 -0.058
N 0.179 -0.902 0.053
H 1.334 1.407 1.983
H 1.100 -2.100 -1.391
H -0.648 -2.360 -1.225
*
```

The orbital gap comes out at 0.304 hartree. Its HOMO energy is -7.3 eV.



Model ii:
The following is a DFT calculation (ωB97M-V/def2-TZVPD) of a structure of composition C5H10N2.

```
! RIJCOSX wB97M-V def2-TZVPD def2/J DEFGRID3
* xyz 0 1
H -1.798 0.213 1.895
C 1.591 -1.399 -1.202
H -0.236 -0.100 -2.532
H 2.485 -1.769 -0.717
C 0.951 -0.364 -0.687
C 0.188 0.685 1.211
H 1.227 -1.920 -2.074
H -1.485 0.679 -1.695
N 0.261 1.858 1.910
H -1.186 -0.083 -0.113
C -0.827 -0.191 -1.625
H -1.321 -1.159 -1.667
H -0.846 -1.169 1.217
H 1.105 2.396 1.797
N 1.111 0.495 0.279
H -0.209 1.924 2.796
C -1.013 -0.095 1.208
*
```

The orbital gap comes out at 0.335 hartree. Its HOMO energy is -8.1 eV.



Model iii:
The following is a DFT calculation (ωB97M-V/def2-TZVPD) of the molecule C5H10N2.

```
! RIJCOSX wB97M-V def2-TZVPD def2/J DEFGRID3
* xyz 0 1
C 1.443 0.202 0.402
C -0.063 0.288 0.838
C -1.164 -0.714 0.555
H 3.375 -0.580 1.131
N -1.979 -0.082 -0.536
H -0.214 1.169 1.221
H 1.629 1.184 1.079
H -1.101 0.654 -2.426
H -2.076 -0.854 1.062
H 0.572 -0.634 -1.233
H -0.718 -1.798 0.403
N 2.507 -0.698 0.339
H -2.675 0.538 -0.180
C 0.351 0.324 -0.723
C -1.061 0.905 -1.279
H -1.054 1.960 -1.042
H 2.227 -1.862 0.390
*
```

The orbital gap comes out at 0.325 hartree. Its HOMO energy is -8.0 eV.



model i has the most favorable energy; the next structure is 1.420 eV above.



Model i:
The following is a DFT calculation (ωB97M-V/def2-TZVPD) of a structure of composition C5H10N2.

```
! RIJCOSX wB97M-V def2-TZVPD def2/J DEFGRID3
* xyz 0 1
H -1.194 -1.876 -0.774
N -0.981 -0.616 2.059
H -2.121 1.687 1.105
H 0.114 1.834 -0.967
C -0.179 -1.523 -0.956
C -1.258 1.331 0.550
C 1.658 -0.270 0.088
N 0.294 -0.793 0.227
H 1.749 0.422 -0.752
H -1.151 3.121 -0.552
H -0.159 -0.893 -1.846
H 0.466 -2.388 -1.126
C -0.740 2.136 -0.378
H 2.360 -1.091 -0.073
H 1.932 0.262 0.998
H -0.049 -1.397 1.358
C -0.741 0.055 1.036
*
```

The orbital gap comes out at 0.329 hartree. Its HOMO energy is -8.2 eV.



Model ii:
The following is a DFT calculation (ωB97M-V/def2-TZVPD) of the molecule C5H10N2.

```
! RIJCOSX wB97M-V def2-TZVPD def2/J DEFGRID3
* xyz 0 1
C -1.985 -0.081 0.589
H -2.064 -0.850 -0.173
C -0.107 0.986 -0.946
C 0.625 0.068 -0.006
H 0.043 -1.971 0.453
H -1.947 -0.563 1.566
N 2.169 0.470 0.354
H -0.693 1.608 1.073
C -0.777 0.780 0.382
H -0.545 0.552 -1.834
H -2.874 0.546 0.552
N 3.194 -0.124 0.178
H 0.231 -1.644 -1.274
H 2.140 1.440 0.746
C 0.620 -1.416 -0.284
H 0.319 1.966 -1.127
H 1.652 -1.767 -0.249
*
```

The orbital gap comes out at 0.330 hartree. Its HOMO energy is -8.0 eV.



model ii has the most favorable energy; the next structure is 0.053 eV above.



Model i:
The following is a DFT calculation (ωB97M-V/def2-TZVPD) of the molecule C5H10N2.

```
! RIJCOSX wB97M-V def2-TZVPD def2/J DEFGRID3
* xyz 0 1
H -2.570 0.341 1.779
H -0.952 1.633 -1.497
C -1.241 0.503 0.389
C 0.138 -0.074 -0.565
N 1.949 0.310 1.012
N -2.002 -0.215 1.141
H 1.653 -0.539 1.478
H 0.842 -1.990 0.147
C 1.058 0.797 0.075
H 0.821 -1.831 -1.613
H -1.761 -0.022 -1.639
C 0.295 -1.562 -0.694
H -0.684 -2.041 -0.675
H -0.495 1.382 0.832
C -1.080 0.628 -1.098
H 2.673 0.944 1.312
H 1.356 1.736 -0.383
*
```

The orbital gap (spin up / spin down) comes out at 0.282 / 0.282 hartree. Its HOMO energy (spin up / spin down) is -7.0 / -7.0 eV.



Model ii:
The following is a DFT calculation (ωB97M-V/def2-TZVPD) of the molecule C5H10N2.

```
! RIJCOSX wB97M-V def2-TZVPD def2/J DEFGRID3
* xyz 0 1
C 1.991 0.855 1.007
H -3.098 1.045 0.120
H -1.903 2.069 -0.236
C -1.373 0.124 -0.491
H -0.712 0.594 1.612
H -0.548 -0.887 1.205
N 1.547 -0.592 -0.740
C 1.254 -1.760 -1.093
C -0.375 0.084 0.700
H -0.755 0.203 -1.387
H 2.989 0.969 0.596
H 0.374 -2.321 -0.750
H 1.873 -2.217 -1.860
C 1.090 0.110 0.379
H -1.885 -0.818 -0.486
N -2.345 1.210 -0.548
H 1.875 1.332 1.971
*
```

The orbital gap comes out at 0.354 hartree. Its HOMO energy is -8.8 eV.



model ii has the most favorable energy; the next structure is 1.901 eV above.